A 2-piece molecular cluster, C7H10ClNO3S overall. Source: OMol25; level of theory: wB97M-V/def2-TZVPD.

The value obtained for the largest force on an atom is 4.28 eV Å⁻¹. The total energy is -38408.115 eV. Its SMILES is O=C=NS(=O)(=O)Cl.C=C(C)C(=C)C. As for the relative energy (zero: lowest compared OMol25 entry of this formula, charge and spin): 172.01 kJ/mol. The value obtained for the highest occupied orbital energy is -0.3206 Eh. The LUMO energy is -0.0145 Eh. Its HOMO-LUMO gap is 0.306 Eh.

Cartesian coordinates (Å):
O  1.413497  2.232004  -1.894683
C  1.464107  1.293436  -1.282304
N  1.316411  0.310806  -0.569503
S  2.740959  -0.363908  0.036117
O  3.697441  -0.363006  -1.061511
O  2.472659  -1.584278  0.686908
Cl  3.388951  1.125722  1.166092
C  -1.233336  -1.906087  -0.379617
C  -1.071794  -0.591335  -0.447028
C  -1.442722  0.260646  -1.691178
C  -0.760817  0.202651  0.680521
C  -1.019004  1.511856  0.744454
C  -0.388815  -0.430268  2.008839
H  -1.742043  -2.494774  -1.166543
H  -0.879254  -2.577089  0.419876
H  -1.969058  -0.474252  -2.373518
H  -2.112350  1.092720  -1.487993
H  -0.520424  0.539042  -2.108580
H  -0.867939  2.076524  1.604582
H  -1.337417  2.102322  -0.029347
H  -1.325622  -0.731694  2.486297
H  0.080625  0.217714  2.706690
H  0.095955  -1.448762  1.951429

Cartesian forces (eV/Å) of the 2 atoms listed first:
O 0.1 2.7 -1.9
C -0.3 -1.8 1.6

Mulliken population analysis, charges in e, atoms 1 to 2:
1. O -0.304
2. C 0.565

C7H10FN2O2S as an isolated structure. Source: OMol25; level of theory: wB97M-V/def2-TZVPD.

The value obtained for the largest force on an atom is 6.02 eV Å⁻¹. The total energy is -28037.323 eV. As for the relative energy (zero: lowest compared OMol25 entry of this formula, charge and spin): 184.97 kJ/mol. The value obtained for the highest occupied orbital energy is -0.4197 Eh. As for the net charge: +1. The LUMO energy is -0.1361 Eh. Its HOMO-LUMO gap is 0.284 Eh.

Cartesian coordinates (Å):
C  0.665937  -1.950109  0.712267
C  0.828716  -1.725919  -0.625575
C  1.505638  0.136544  0.486373
C  -2.113060  2.830336  -0.081401
C  -1.742965  0.961852  -0.589510
C  -1.255001  1.964641  0.416733
C  0.372664  -2.584261  -1.742340
N  1.014954  -0.708056  1.269479
N  1.374346  -0.407477  -0.713377
O  -2.622152  2.012173  -1.044585
O  -0.175708  2.009916  1.326516
F  1.975411  0.645570  3.321586
S  1.341836  -0.796231  2.955873
H  0.249719  -2.799807  1.218407
H  2.124284  1.134574  0.679652
H  -2.321354  3.968377  -0.163098
H  -0.816702  0.744260  -1.220484
H  -2.187934  0.026257  -0.195598
H  -0.131693  -1.892680  -2.496732
H  1.039212  -3.288388  -2.332020
H  -0.463334  -3.265029  -1.415909
H  1.597880  0.048991  -1.584394
H  -0.260693  2.934464  1.818138

Cartesian forces (eV/Å) of the 2 atoms listed first:
C 0.0 1.7 -2.0
C 0.6 0.3 0.8

Mulliken population analysis, charges in e, atoms 1 to 2:
1. C -0.520
2. C 0.441

A 2-piece molecular cluster, C7H10FN3O4 overall. Source: OMol25; level of theory: wB97M-V/def2-TZVPD.

The value obtained for the largest force on an atom is 5.19 eV Å⁻¹. The total energy is -22792.686 eV. As for the relative energy (zero: lowest compared OMol25 entry of this formula, charge and spin): 49.32 kJ/mol. The value obtained for the highest occupied orbital energy (alpha / beta) is -0.2747 / -0.2683 Eh. The LUMO energy (alpha / beta) is -0.0043 / -0.0154 Eh. Its HOMO-LUMO gap (alpha / beta) is 0.270 / 0.253 Eh.

Cartesian coordinates (Å):
C  -2.704501  1.927793  -0.421666
C  -1.571983  2.040414  0.360862
C  -2.242539  -0.088597  0.095936
C  3.522450  -0.734993  -0.764414
C  -0.443558  0.287004  1.692421
C  2.458975  -0.035348  0.039567
C  1.091390  -0.263567  -0.671704
N  -3.010996  0.649355  -0.704649
N  -1.276787  0.749059  0.835353
N  -2.371225  -1.388380  0.093564
O  -3.125796  -1.997551  -0.655109
O  -1.692186  -2.163035  1.063635
O  0.658270  0.823207  -1.378990
O  0.462355  -1.269908  -0.548200
F  2.749722  1.339007  0.149608
H  -3.253431  2.692359  -0.905003
H  -0.999535  2.946174  0.837474
H  4.598269  -0.688224  -0.399411
H  3.437462  -0.470307  -1.833081
H  3.315826  -1.827530  -0.757524
H  0.389689  0.980815  1.929650
H  -0.582507  -0.648328  2.151857
H  2.348915  -0.314335  1.075724
H  -0.017617  0.594007  -1.925951
H  -1.740654  -3.139103  0.640055

Cartesian forces (eV/Å) of the 2 atoms listed first:
C 1.4 -0.8 -0.5
C 1.2 1.5 2.1

Mulliken population analysis, charges in e, atoms 1 to 2:
1. C -0.618
2. C -0.083

C7H10FeN2O2 as an isolated structure. Source: OMol25; level of theory: wB97M-V/def2-TZVPD.

The value obtained for the largest force on an atom is 4.87 eV Å⁻¹. The total energy is -48875.344 eV. As for the expectation value of S²: 6.033. The multiplicity is 5. The value obtained for the highest occupied orbital energy (alpha / beta) is 0.0730 / 0.0651 Eh. As for the net charge: -2. The LUMO energy (alpha / beta) is 0.2399 / 0.2389 Eh. Its HOMO-LUMO gap (alpha / beta) is 0.167 / 0.174 Eh.

Cartesian coordinates (Å):
C  -2.135822  -0.519358  -0.822078
C  -2.330014  0.569601  0.115734
C  -1.969553  0.109509  1.430342
C  -1.536635  -1.278858  1.325858
C  -1.654226  -1.679451  -0.073164
Fe  0.048357  -0.223433  0.014859
N  0.716858  -0.131632  -1.534402
C  1.069127  1.441532  -1.358229
C  0.152388  2.279323  -0.526075
H  -2.084218  0.673857  2.364259
H  -2.713596  1.568439  -0.143990
H  -1.183021  -1.915729  2.149565
H  -1.321100  -2.629936  -0.499393
H  -2.266893  -0.454492  -1.911458
H  -0.824090  2.576289  -0.926891
H  0.949486  1.686493  -2.411463
H  1.236809  -0.883069  -1.983261
H  0.404297  2.586771  0.505090
H  2.101932  1.535843  -0.981422
O  3.255076  -0.681823  2.109327
N  2.470013  -0.168266  1.343158
O  1.177867  -0.426967  1.534693

Cartesian forces (eV/Å) of the 2 atoms listed first:
C -0.8 -0.1 1.5
C -0.3 -1.6 -0.2

Mulliken population analysis, charges in e, atoms 1 to 2:
1. C -0.544
2. C -0.370